# 1
{"formula": "C15H23N5O4", "method": "wB97M-V/def2-TZVPD", "de_lowest_kcal_mol": 38.9, "energy_ev": -31568.973, "spin_multiplicity": 1, "smiles": "[H]/N=C(\\N)NCCC[C@H](N)C(=O)N[C@@H](Cc1ccc(O)cc1)C(=O)O", "orbital_gap_ev": 8.69, "lumo_energy_ha": 0.0043, "e_homo_ev": -8.58, "species": ["H", "N", "C", "N", "N", "C", "C", "C", "C", "N", "C", "O", "N", "C", "C", "C", "C", "C", "C", "O", "C", "C", "C", "O", "O", "H", "H", "H", "H", "H", "H", "H", "H", "H", "H", "H", "H", "H", "H", "H", "H", "H", "H", "H", "H", "H", "H"], "xyz": [[-4.883871, -1.862515, -4.175816], [-4.206392, -1.126946, -4.219041], [-3.617030, -1.112976, -3.095704], [-3.868301, -2.011744, -2.031951], [-2.684190, -0.106627, -2.827111], [-2.286188, 0.758549, -3.928889], [-1.374016, 1.792307, -3.238946], [-1.874970, 2.665273, -2.021383], [-0.769738, 2.891332, -0.969318], [0.265583, 3.696615, -1.675536], [-0.314135, 1.570927, -0.255921], [-0.724706, 0.451593, -0.561985], [0.504805, 1.785992, 0.801966], [0.813570, 0.690546, 1.733731], [1.952350, -0.297775, 1.185268], [2.252455, -1.521210, 2.021919], [3.247388, -1.468550, 3.008207], [3.559535, -2.565544, 3.770594], [2.845840, -3.729137, 3.630925], [3.107474, -4.908951, 4.304101], [1.799829, -3.835211, 2.715672], [1.520231, -2.687565, 1.937032], [1.313400, 1.310910, 3.058715], [0.916618, 0.858610, 4.127486], [2.359465, 2.184378, 3.006925], [-3.644819, -1.618123, -1.101351], [-4.698012, -2.580679, -1.986478], [-2.042378, -0.310622, -2.028583], [-1.706748, 0.310156, -4.763510], [-3.207564, 1.213771, -4.407829], [-0.393183, 1.324328, -2.905848], [-1.014464, 2.500727, -4.010418], [-2.200164, 3.655772, -2.414172], [-2.667308, 2.169226, -1.551596], [-1.252402, 3.498261, -0.205073], [0.507929, 3.218801, -2.563156], [1.198155, 3.720446, -1.175192], [0.436912, 2.720280, 1.158851], [-0.099096, 0.148128, 1.951025], [2.889501, 0.161782, 0.941461], [1.555598, -0.669263, 0.211639], [3.931328, -0.611911, 3.099014], [4.397636, -2.483055, 4.432143], [3.726641, -4.733647, 4.989245], [1.169676, -4.714611, 2.663685], [0.695511, -2.720736, 1.275164], [2.562243, 2.378687, 2.090038]], "atomic_forces_ev_per_a": [[-0.625, -0.453, -0.398], [0.102, -0.051, -0.356], [0.002, 0.539, 0.829], [1.229, 1.112, 1.167], [-0.515, -2.109, 0.431], [-0.035, 1.126, 1.002], [1.745, 1.199, -0.231], [1.174, -0.148, -1.420], [-0.055, -0.010, -1.272], [1.795, -0.829, 0.660], [-1.154, -0.208, -1.002], [0.598, 0.835, 0.325], [0.398, -0.536, -0.056], [1.527, 0.636, 0.256], [-1.845, -0.825, -0.900], [0.190, 0.794, 1.179], [0.525, 0.512, -0.933], [0.220, 0.143, 0.180], [-0.927, -1.957, -0.383], [-0.582, 0.575, -0.749], [0.006, 1.946, -0.315], [0.248, -1.177, 0.794], [-0.417, -2.173, 1.904], [0.838, 1.469, -2.066], [-0.887, -0.295, 0.235], [-0.202, -0.448, -0.947], [-0.065, 0.278, -0.563], [-0.443, 0.683, -1.316], [-0.371, -0.258, 0.598], [1.013, -0.459, 0.752], [-1.279, -0.083, -0.418], [-0.304, -0.225, 0.117], [0.131, -0.664, 0.533], [-1.433, -0.645, 0.636], [0.301, 0.273, 0.307], [-0.390, 0.391, 0.712], [-1.544, 0.016, -0.456], [0.186, 0.258, 0.292], [0.058, -0.286, 0.070], [0.373, 0.904, 0.089], [0.155, 0.380, 0.553], [-0.629, -0.131, -0.053], [0.280, -0.196, 0.439], [0.887, 0.124, 0.961], [0.262, -0.004, -0.035], [-0.720, -0.098, -0.748], [0.179, 0.075, -0.399]]}

***

# 2
{"formula": "C2H8AlNO2P", "method": "wB97M-V/def2-TZVPD", "de_lowest_kcal_mol": 11.6, "charge": -1, "energy_ev": -23676.805, "spin_multiplicity": 1, "orbital_gap_ev": 8.60, "lumo_energy_ha": 0.1445, "e_homo_ev": -4.67, "species": ["N", "P", "C", "C", "O", "Al", "O", "H", "H", "H", "H", "H", "H", "H", "H"], "xyz": [[2.362764, -0.040567, 1.120689], [1.442719, -0.668919, -0.002212], [0.178038, 0.390629, -0.822481], [-0.416247, 1.275911, 0.271213], [-0.993455, 0.375095, 1.182363], [-2.036357, -0.630038, 0.087437], [-0.839742, -0.474345, -1.263780], [3.338495, -0.115186, 0.874022], [2.217715, -1.187007, -1.066327], [0.652831, -1.764292, 0.366246], [0.605930, 0.938278, -1.669540], [0.307964, 1.959776, 0.720560], [-1.208880, 1.875361, -0.212493], [-3.388653, 0.166983, -0.296044], [-2.223118, -2.101686, 0.710347]], "atomic_forces_ev_per_a": [[-0.161, -0.032, -0.155], [0.552, 0.443, 0.234], [-0.373, -0.310, -0.006], [-0.287, 0.027, -0.150], [-0.198, 0.119, -0.079], [0.148, 0.163, 0.381], [0.200, -0.088, -0.174], [0.159, 0.023, 0.048], [-0.251, -0.189, -0.179], [-0.052, -0.128, -0.008], [0.168, 0.112, 0.075], [0.111, -0.162, 0.186], [0.153, 0.208, -0.036], [-0.109, -0.113, -0.021], [-0.060, -0.072, -0.116]]}

***

# 3
{"formula": "C4H6N4O2", "method": "wB97M-V/def2-TZVPD", "de_lowest_kcal_mol": 72.0, "charge": 2, "energy_ev": -14277.421, "spin_multiplicity": 1, "orbital_gap_ev": [5.62, 5.63], "lumo_energy_ha": [-0.4453, -0.4452], "e_homo_ev": [-17.73, -17.74], "species": ["C", "C", "C", "C", "N", "N", "N", "N", "O", "O", "H", "H", "H", "H", "H", "H"], "xyz": [[0.410397, 2.297520, 0.506618], [-1.809134, 2.858102, -0.405840], [1.315412, 1.364242, 0.086646], [3.263622, 0.365915, 0.034594], [-0.793946, 2.472953, 0.006914], [2.290555, -0.255297, -0.838761], [1.155647, 0.281769, -0.807153], [-0.188176, -1.966846, 0.206119], [4.355003, -0.095152, 0.204777], [2.591367, 1.434066, 0.512834], [0.638319, 2.855440, 1.415953], [-2.742639, 3.199801, -0.626846], [2.425247, -0.977979, -1.523363], [0.039624, -2.687183, -0.475136], [-1.243580, -1.876728, 0.442537], [0.124018, -2.265466, 1.052923]], "atomic_forces_ev_per_a": [[3.005, -1.609, 1.169], [4.872, -1.908, 2.117], [-0.466, 0.701, 0.280], [3.322, -2.117, 0.081], [-4.718, 1.256, -2.301], [-1.858, 1.166, -0.322], [0.211, 0.164, -0.264], [-3.090, 1.806, -1.585], [-2.575, 1.783, -0.075], [0.036, 0.055, 0.805], [0.180, 0.373, -0.379], [-2.631, 0.882, -0.935], [0.543, -0.954, -0.246], [-0.703, 0.029, 0.030], [2.169, -0.457, -1.423], [1.705, -1.167, 3.049]]}

***

Question: What is the formula in the third record?
Answer: C4H6N4O2